# 1
A cluster of 4 separate species, H8O4 in total at a distorted geometry. Source: OMol25; level of theory: ωB97M-V/def2-TZVPD.

Positions of all 12 atoms, in Å:
O  9.736000  -0.431000  29.402000
H  9.648000  0.564000  29.537000
H  9.031000  -0.700000  28.840000
O  6.853000  -3.930000  29.851000
H  7.678000  -4.306000  29.533000
H  6.938000  -3.166000  30.459000
O  5.500000  -0.318000  29.913000
H  4.922000  -0.881000  29.375000
H  4.968000  -0.033000  30.610000
O  7.688000  -1.712000  30.959000
H  8.476000  -1.304000  30.643000
H  7.047000  -1.177000  30.550000

Atoms 1-6, force components in eV/Å:
O 0.848 2.196 1.208
H 0.056 -2.041 -0.424
H -0.895 -0.099 -0.963
O -1.297 -0.502 -0.276
H 0.117 0.619 0.543
H 1.166 -0.744 -0.612

Properties
Spin multiplicity ... 1
Net charge ... 0
Orbital gap ... 10.80 eV
Largest force on an atom ... 0.051 hartree/bohr
Lowest unoccupied orbital energy ... 0.4 eV
E ... -8319.6677 eV

Here are the Mulliken charges for atoms 1 to 5, given in e: O -0.7151; H 0.3486; H 0.3427; O -0.6862; H 0.2799

=====

# 2
A cluster of 4 separate species, H8O4 in total at a distorted geometry. Source: OMol25; level of theory: ωB97M-V/def2-TZVPD.

Positions of all 12 atoms, in Å:
O  -1.082354  0.725612  -1.075060
H  -1.017464  1.654907  -1.251613
H  -1.235088  0.771771  -0.013475
O  0.956453  0.010951  -1.366428
H  -0.013160  0.387790  -1.791317
H  1.579975  -0.765765  -2.032217
O  1.132658  -1.171006  0.946161
H  1.341517  -0.604374  0.097199
H  1.757201  -0.726256  1.579048
O  -1.325840  0.329796  1.612642
H  -0.376282  -0.176553  1.259625
H  -1.717614  -0.436873  2.035433

Atoms 1-6, force components in eV/Å:
O -3.169 1.491 2.802
H -0.328 1.115 -0.413
H 0.214 -1.000 -2.450
O 3.493 -3.417 -4.745
H 2.878 -2.050 1.802
H -3.166 3.905 2.853

Properties
Spin multiplicity ... 1
Net charge ... 0
Orbital gap ... 11.22 eV
Largest force on an atom ... 0.132 hartree/bohr
Lowest unoccupied orbital energy ... 0.7 eV
E ... -8317.5784 eV

Here are the Mulliken charges for atoms 1 to 5, given in e: O -0.6447; H 0.3828; H 0.3897; O -0.8206; H 0.3778

=====

# 3
A cluster of 4 separate species, H8O4 in total at a distorted geometry. Source: OMol25; level of theory: ωB97M-V/def2-TZVPD.

Positions of all 12 atoms, in Å:
O  -0.275752  -0.351561  -2.150004
H  -0.665120  -1.298822  -2.189390
H  0.623614  -0.626278  -2.294541
O  -0.402759  -1.576786  2.308114
H  -0.325192  -1.931364  3.179795
H  -0.602254  -2.420474  1.776847
O  -1.661953  0.145061  -0.804342
H  -2.075833  0.441847  0.001396
H  -0.726440  0.284147  -0.591292
O  2.201707  2.063067  0.456352
H  2.859217  2.199543  1.243903
H  2.022056  1.113161  0.392316

Atoms 1-6, force components in eV/Å:
O 1.804 -4.074 -2.823
H 0.208 2.587 0.265
H 1.246 0.323 -0.559
O -0.526 -1.860 -2.114
H 0.138 -0.156 1.121
H 0.395 2.057 0.965

Properties
Spin multiplicity ... 1
Net charge ... 0
Orbital gap ... 10.90 eV
Largest force on an atom ... 0.103 hartree/bohr
Lowest unoccupied orbital energy ... 0.4 eV
E ... -8318.0887 eV

Here are the Mulliken charges for atoms 1 to 5, given in e: O -0.6480; H 0.3399; H 0.2863; O -0.6248; H 0.3007

=====

# 4
A cluster of 4 separate species, H8O4 in total at a distorted geometry. Source: OMol25; level of theory: ωB97M-V/def2-TZVPD.

Positions of all 12 atoms, in Å:
O  -1.163331  -1.718664  0.979154
H  -0.167956  -1.301584  1.040204
H  -1.031730  -2.692932  0.778355
H  -1.786990  0.492809  -0.715022
O  -1.371671  1.095385  -1.329698
H  -1.858729  1.940783  -1.222937
O  1.192179  -0.739316  1.146993
H  1.500983  -0.355199  1.983176
H  1.293342  -0.009095  0.451361
O  1.308624  1.245036  -0.722851
H  1.854636  1.171495  -1.524518
H  0.358308  1.094611  -1.013579

Atoms 1-6, force components in eV/Å:
O -0.453 -0.989 -0.265
H 2.085 1.103 0.433
H -0.252 0.315 0.141
H -0.451 -0.089 0.110
O -0.186 0.669 0.051
H 0.447 -0.632 -0.149

Properties
Spin multiplicity ... 2
Net charge ... +1
Orbital gap (spin up / spin down) ... 11.34 / 4.66 eV
Largest force on an atom ... 0.047 hartree/bohr
Expectation value of S² ... 0.753
Lowest unoccupied orbital energy (spin up / spin down) ... -4.3 / -11.0 eV
E ... -8309.4715 eV

Here are the Mulliken charges for atoms 1 to 5, given in e: O -0.0811; H 0.4776; H 0.4771; H 0.3008; O -0.6805

=====

# 5
A cluster of 5 separate species, H9O4S in total. Source: OMol25; level of theory: ωB97M-V/def2-TZVPD.

Positions of all 14 atoms, in Å:
S  -2.058549  -0.196533  -0.579521
H  -2.079128  -1.105375  0.412597
H  -0.451236  0.053207  -2.535323
H  0.402471  -1.128084  -2.618501
O  0.299308  -0.274740  -3.061524
H  -0.239718  -0.618220  0.714275
H  0.175412  0.733503  1.196701
O  0.523631  -0.163049  1.123797
H  1.828192  0.569643  -0.443561
H  1.540329  0.705352  -1.937648
O  1.904217  1.190742  -1.182760
H  0.906426  0.561392  3.953818
H  0.873821  -0.555318  2.933811
O  0.823088  -0.397439  3.900191

Atoms 1-6, force components in eV/Å:
S -0.111 -0.049 -0.030
H -0.157 -0.083 -0.109
H -0.174 0.132 0.058
H 0.086 -0.026 -0.199
O -0.027 -0.246 0.225
H -0.009 0.262 -0.359

Properties
Spin multiplicity ... 1
Net charge ... -1
Orbital gap ... 7.53 eV
Largest force on an atom ... 0.014 hartree/bohr
Lowest unoccupied orbital energy ... 3.7 eV
E ... -19173.4988 eV

Here are the Mulliken charges for atoms 1 to 5, given in e: S -0.8286; H -0.0100; H 0.2829; H 0.3353; O -0.7045

=====

# 6
A structure of composition HIN3P at a distorted geometry. Source: OMol25; level of theory: ωB97M-V/def2-TZVPD.

Positions of all 6 atoms, in Å:
N  0.899160  1.081479  0.305944
N  0.970472  1.314772  -0.774240
N  -0.603541  0.248186  -1.781167
P  -1.194160  -1.027101  -1.423734
I  -0.373983  -1.454554  1.620467
H  0.302052  -0.162782  2.052729

Atomic forces in eV per Å
N 0.492 1.020 -2.220
N 1.321 0.491 3.010
N -0.709 0.873 -1.652
P -1.017 -1.832 0.006
I -0.916 -2.140 0.173
H 0.829 1.588 0.682

Properties
Spin multiplicity ... 1
Net charge ... 0
Orbital gap ... 9.88 eV
Largest force on an atom ... 0.065 hartree/bohr
Lowest unoccupied orbital energy ... 0.0 eV
E ... -21874.4137 eV

Here are the Mulliken charges for atoms 1 to 5, given in e: N 0.0735; N -0.1358; N -0.2714; P 0.1997; I -0.0340

=====

# 7
The ion HINO with charge -1 at a distorted geometry. Source: OMol25; level of theory: ωB97M-V/def2-TZVPD.

Positions of all 4 atoms, in Å:
O  0.101119  -1.903652  -0.215647
N  -0.262347  -0.946536  0.459583
I  -2.653965  -0.003709  -0.029359
H  0.027638  0.187328  -0.020335

Atomic forces in eV per Å
O -0.340 1.787 0.547
N 1.712 0.981 -1.080
I -0.882 0.338 -0.202
H -0.490 -3.107 0.735

Properties
Spin multiplicity ... 1
Net charge ... -1
Orbital gap (spin up / spin down) ... 7.21 / 7.21 eV
Largest force on an atom ... 0.063 hartree/bohr
Lowest unoccupied orbital energy (spin up / spin down) ... 3.9 / 3.9 eV
E ... -11653.5230 eV

What are the Mulliken partial charges on each atom? They are as follows, in elementary charge units: O -0.3538; N -0.0767; I -0.7168; H 0.1473

=====

# 8
An isolated molecule of HIP2S at a distorted geometry. Source: OMol25; level of theory: ωB97M-V/def2-TZVPD.

Positions of all 5 atoms, in Å:
P  -0.575639  -0.553894  0.080353
P  0.786619  -1.955670  0.771539
S  0.102141  1.562592  -0.025387
I  0.171733  3.578220  -1.984946
H  -0.484854  -2.631248  1.158440

Atomic forces in eV per Å
P -0.111 0.210 -0.276
P -1.291 0.950 -0.031
S 0.554 0.323 -0.431
I -0.174 -1.883 1.182
H 1.022 0.401 -0.446

Properties
Spin multiplicity ... 1
Net charge ... 0
Orbital gap (spin up / spin down) ... 5.80 / 5.69 eV
Largest force on an atom ... 0.043 hartree/bohr
Lowest unoccupied orbital energy (spin up / spin down) ... -3.1 / -3.2 eV
E ... -37527.2116 eV

What are the Mulliken partial charges on each atom? They are as follows, in elementary charge units: P 0.1264; P 0.0026; S -0.2513; I 0.0343; H 0.0880

=====

# 9
A cluster of 2 separate species, HN2O in total at a distorted geometry. Source: OMol25; level of theory: ωB97M-V/def2-TZVPD.

Positions of all 4 atoms, in Å:
N  -1.351475  -0.370009  -0.215426
N  1.515253  -0.277707  0.227079
O  2.074574  0.580181  -0.092690
H  -2.238353  0.067535  0.081038

Atomic forces in eV per Å
N 0.486 0.168 0.116
N 1.010 1.811 -0.731
O -1.353 -1.902 0.667
H -0.143 -0.077 -0.052

Properties
Spin multiplicity ... 1
Net charge ... +1
Orbital gap (spin up / spin down) ... 6.52 / 6.61 eV
Largest force on an atom ... 0.047 hartree/bohr
Lowest unoccupied orbital energy (spin up / spin down) ... -9.6 / -9.6 eV
E ... -5028.2528 eV

What are the Mulliken partial charges on each atom? They are as follows, in elementary charge units: N -0.2069; N 0.6888; O 0.2456; H 0.2725

=====

# 10
A cluster of 2 separate species, HN2O3 in total at a distorted geometry. Source: OMol25; level of theory: ωB97M-V/def2-TZVPD.

Positions of all 6 atoms, in Å:
N  0.580467  0.932462  0.144450
N  -0.819631  -1.636924  0.140166
O  -1.437662  -2.082743  -0.622931
O  -0.242806  0.328428  -0.532816
O  1.097181  0.573209  1.137241
H  0.822451  1.885568  -0.266109

Atomic forces in eV per Å
N 0.404 1.629 -0.765
N -0.879 -0.814 -0.917
O 0.964 0.896 1.024
O -0.782 -0.769 -0.542
O 0.348 -0.335 0.752
H -0.055 -0.606 0.448

Properties
Spin multiplicity ... 1
Net charge ... +1
Orbital gap ... 9.11 eV
Largest force on an atom ... 0.036 hartree/bohr
Lowest unoccupied orbital energy ... -8.3 eV
E ... -9125.0553 eV

Here are the Mulliken charges for atoms 1 to 5, given in e: N 0.6769; N 0.6893; O 0.1429; O -0.4653; O -0.3767